The following is a quantum chemistry calculation of a molecular structure, C9H11Br9O6 at a distorted geometry, from the OMol25 dataset.

Properties
ΔE to the lowest compared entry with this formula, charge and spin = 0.0 kcal/mol
Expectation value of S² = 0.75
Largest force on an atom = 0.080 hartree/bohr
Charge = -1
LUMO energy (alpha / beta) = 1.84 / 1.84 eV
HOMO-LUMO gap (alpha / beta) = 3.5 / 7.9 eV
Spin multiplicity = 2

Each line ends with the Löwdin spin population.
Atoms and positions in Å:
C  3.9736  -0.2434  -0.8838  0.00
H  -0.6056  2.1731  3.1429  0.00
Br  -1.5486  1.4660  -0.8714  0.23
H  4.8238  -1.6213  0.6012  0.00
Br  -1.2704  1.1674  -6.3303  0.01
H  0.5233  0.1578  -1.7676  0.01
Br  -5.4245  -2.6587  -1.5430  0.00
Br  -0.2767  -1.5001  -0.0551  0.21
Br  -4.3685  -0.6150  0.7379  0.00
Br  1.8265  1.2975  -7.2379  0.00
C  -4.0055  -2.1658  -0.2906  0.00
H  -3.0789  -1.9578  -0.8256  0.00
C  4.6161  -0.5646  0.4328  0.00
O  -2.5788  -0.1534  3.4381  0.00
H  -0.3432  1.3861  4.7460  0.00
Br  -3.5410  -3.7016  0.8435  0.00
C  -1.0031  1.4790  3.8834  0.00
C  -0.4978  -0.1219  -1.5084  0.27
H  0.6585  -0.1955  -5.4373  0.00
Br  0.9703  1.8912  -4.0825  0.01
O  -2.2326  1.9656  4.2404  0.00
H  3.8654  -1.1651  -1.4556  0.00
C  0.5755  0.8580  -5.7043  0.00
Br  -1.3358  -0.9649  -3.1427  0.23
O  2.7567  0.2964  -0.5399  0.00
O  1.6345  0.9267  1.3719  0.00
H  -1.0325  0.3776  2.0525  0.00
C  2.5823  0.4145  0.8015  0.00
H  4.5664  0.5253  -1.3796  0.00
O  3.6576  -0.1722  1.4139  0.00
C  -3.1994  0.9509  3.9505  0.00
O  -4.3790  0.9628  4.1377  0.00
H  -0.6101  -0.6544  3.5289  0.00
C  -1.2161  0.1444  3.1013  0.00
H  5.5176  0.0152  0.6310  0.00